C30H25BrN4O8PdS as an isolated structure, computed with ωB97M-V with the def2-TZVPD basis set.

Its spin multiplicity is 3. The value obtained for the energy above the lowest of the compared OMol25 structures with the same formula, charge and spin is 0.00 kJ/mol. The value obtained for the maximum force is 0.37 eV/Å. The gap between HOMO and LUMO (spin up / spin down) is 6.71 / 7.21 eV. The HOMO energy (spin up / spin down) is -0.117 / -0.135 Ha. The total charge is -2.

Each line ends with the Löwdin charge.
Atoms and positions in Å:
Pd  0.8432  -0.7760  0.5158  1.11
O  -0.1927  -2.3791  4.3236  -0.01
C  -0.0107  -2.0022  3.1636  -0.63
O  0.6987  -1.0477  2.7526  -0.09
C  -0.7817  -2.8011  2.0847  -0.15
C  -1.6318  -3.8487  2.5235  0.00
C  -2.3206  -4.5740  1.6063  -0.01
C  -2.1669  -4.2811  0.2285  -0.16
C  -2.8455  -4.9978  -0.7832  -0.06
C  -2.6584  -4.6780  -2.0990  -0.10
C  -1.7816  -3.6317  -2.4519  -0.08
C  -1.1066  -2.9169  -1.4987  0.00
C  -1.2976  -3.2314  -0.1335  -0.19
N  -0.6286  -2.5027  0.8180  0.11
H  -1.6876  -4.0137  3.5890  0.11
H  -2.9856  -5.3772  1.9058  0.11
H  -3.5125  -5.8014  -0.4913  0.10
H  -3.1798  -5.2280  -2.8733  0.09
H  -1.6340  -3.3903  -3.4978  0.10
H  -0.4190  -2.1068  -1.7567  0.07
Br  8.5930  0.2633  0.6578  0.68
C  7.2212  -1.0377  0.9062  -0.68
C  7.5846  -2.3386  1.2092  -0.15
C  6.5825  -3.2842  1.3829  -0.09
C  5.2503  -2.9291  1.2416  -0.02
C  4.9058  -1.6163  0.9455  -0.12
C  5.8978  -0.6573  0.7826  -0.06
C  3.4534  -1.2273  0.7902  -0.65
O  2.6478  -2.1462  0.4888  -0.07
O  3.1370  -0.0301  0.9557  -0.05
H  8.6281  -2.6050  1.3070  0.09
H  6.8513  -4.3049  1.6260  0.10
H  4.4570  -3.6557  1.3511  0.12
H  5.6125  0.3637  0.5704  0.11
C  1.2396  -0.2349  -3.9132  -0.06
C  1.2445  0.3376  -2.4867  -0.76
C  0.3643  1.5981  -2.4630  -0.06
C  2.6792  0.7274  -2.1182  -0.06
O  0.7392  -0.6470  -1.6490  -0.35
H  1.6693  0.4629  -4.6394  0.07
H  0.2150  -0.4656  -4.2176  0.07
H  1.8168  -1.1616  -3.9270  0.07
H  0.6551  2.3187  -3.2335  0.07
H  0.4332  2.0954  -1.4930  0.07
H  -0.6775  1.3129  -2.6279  0.07
H  3.0665  1.5103  -2.7788  0.07
H  3.3306  -0.1476  -2.1899  0.08
H  2.7240  1.0837  -1.0891  0.06
O  -2.8486  7.1097  3.0698  -0.37
S  -4.1111  7.3537  2.4036  0.39
O  -4.1266  8.5162  1.5315  -0.38
O  -5.2874  7.2112  3.2473  -0.38
C  -4.3055  5.9583  1.2417  -0.35
N  -5.3562  6.0287  0.4221  0.11
C  -5.5214  5.0133  -0.4070  -0.13
C  -4.6733  3.9176  -0.4422  -0.01
C  -3.6110  3.9377  0.4523  -0.22
N  -3.4308  4.9616  1.2861  0.17
C  -2.6167  2.8267  0.5324  -0.13
C  -2.8069  1.6175  -0.1314  -0.01
C  -1.8421  0.6343  -0.0363  -0.13
N  -0.7302  0.7904  0.6777  -0.02
C  -0.5444  1.9382  1.3298  -0.09
C  -1.4567  2.9794  1.2856  0.02
H  -6.3725  5.0685  -1.0807  0.10
H  -4.8398  3.1128  -1.1417  0.09
H  -3.6892  1.4212  -0.7234  0.10
H  -1.9386  -0.3060  -0.5651  0.10
H  0.3682  2.0096  1.9089  0.12
H  -1.2823  3.9001  1.8242  0.12


C30H25ClO2PRu as an isolated structure in a non-equilibrium geometry, computed with ωB97M-V with the def2-TZVPD basis set.

Its spin multiplicity is 5. The value obtained for the maximum force is 5.06 eV/Å. The gap between HOMO and LUMO (spin up / spin down) is 7.28 / 4.80 eV. The HOMO energy (spin up / spin down) is -0.398 / -0.436 Ha. The total charge is +1.

Each line ends with the Löwdin charge.
Atoms and positions in Å:
C  -0.9240  -1.9412  2.6015  -0.11
C  -0.9518  -2.1051  1.1806  -0.22
C  0.4258  -2.3702  0.7525  -0.28
H  -1.8447  -2.2110  0.5781  0.08
C  1.2623  -2.1392  1.9105  -0.14
C  0.4130  -1.9173  3.0377  -0.06
H  0.7541  -1.7604  4.0546  0.13
H  -1.8203  -1.8818  3.1989  0.11
H  0.7338  -2.8323  -0.1780  0.11
H  2.3396  -2.1748  1.9105  0.11
Ru  0.2302  -0.2641  0.7955  0.90
Cl  2.1892  0.9125  0.7943  0.06
P  0.0960  -0.2411  -1.3439  0.92
C  1.1828  -1.3633  -2.3491  -0.36
C  0.7120  -1.9925  -3.5152  -0.07
H  -0.3504  -1.9947  -3.7608  0.10
C  1.6085  -2.6112  -4.3954  -0.06
H  1.2231  -3.0500  -5.3190  0.11
C  2.9728  -2.6588  -4.1005  -0.06
H  3.6691  -3.1353  -4.7981  0.11
C  3.4342  -2.0848  -2.9078  -0.06
H  4.4972  -2.1182  -2.6686  0.11
C  2.5461  -1.4562  -2.0236  -0.10
H  2.9121  -1.0173  -1.0921  0.07
C  -1.5187  -0.6865  -2.1535  -0.34
C  -2.1101  -1.9331  -1.8921  -0.13
H  -1.6077  -2.6653  -1.2573  0.09
C  -3.3322  -2.2777  -2.4775  -0.06
H  -3.8377  -3.1927  -2.1603  0.11
C  -3.8780  -1.4632  -3.4771  -0.06
H  -4.8011  -1.7610  -3.9811  0.11
C  -3.2264  -0.2771  -3.8337  -0.06
H  -3.6067  0.3375  -4.6513  0.11
C  -2.0864  0.1430  -3.1358  -0.07
H  -1.6244  1.1007  -3.3745  0.10
C  0.4830  1.3707  -2.1590  -0.38
C  1.1646  1.4317  -3.3850  -0.06
H  1.6116  0.5311  -3.8112  0.11
C  1.2595  2.6478  -4.0695  -0.06
H  1.7494  2.6688  -5.0465  0.11
C  0.7245  3.8129  -3.5112  -0.06
H  0.7861  4.7548  -4.0579  0.11
C  0.1071  3.7596  -2.2534  -0.06
H  -0.3183  4.6618  -1.8149  0.11
C  0.0185  2.5500  -1.5581  -0.12
H  -0.4024  2.5182  -0.5499  0.09
O  -1.9599  0.2836  3.8151  0.28
C  -0.8914  0.9278  3.7520  -0.48
O  -0.0873  1.1042  2.7645  -0.10
C  -0.4680  1.5898  5.0684  -0.11
C  -1.3454  1.5893  6.1797  -0.02
C  -0.9446  2.0972  7.4212  -0.06
C  0.3453  2.6270  7.5808  -0.05
C  1.2264  2.6403  6.4896  -0.05
C  0.8226  2.1264  5.2491  0.00
H  -2.3479  1.1657  6.0704  0.12
H  -1.6347  2.0684  8.2675  0.11
H  0.6654  2.9994  8.5575  0.12
H  2.2358  3.0325  6.6262  0.12
H  1.5190  2.1247  4.4061  0.12


C30H25F7Hg as an isolated structure in a non-equilibrium geometry, computed with ωB97M-V with the def2-TZVPD basis set.

The value obtained for the maximum force is 3.55 eV/Å. The gap between HOMO and LUMO is 8.78 eV. The HOMO energy is -0.337 Ha. The total charge is 0.

Each line ends with the Löwdin charge.
Atoms and positions in Å:
Hg  -1.5048  0.1188  -0.5596  1.29
F  -1.7763  -1.3369  0.8637  -0.60
F  -1.2318  1.5491  -1.8580  -0.58
F  2.0136  -4.0360  -2.7225  0.03
C  1.9555  -2.7433  -3.2074  -0.28
C  2.8026  -1.8420  -2.6470  -0.03
C  2.8940  -0.5325  -3.1554  -0.10
C  2.2371  -0.1249  -4.3147  -0.07
C  1.2898  -1.0539  -4.7882  -0.07
C  1.1629  -2.3611  -4.2608  -0.02
H  3.3695  -2.1028  -1.7654  0.11
H  3.5689  0.1087  -2.5909  0.10
H  2.3676  0.9145  -4.6226  0.11
H  0.6109  -0.6648  -5.5314  0.10
H  0.4616  -3.0991  -4.6438  0.11
F  3.1868  2.7814  -0.5595  0.03
C  3.5976  1.7811  0.2984  -0.27
C  4.4889  2.1024  1.3391  -0.01
C  4.7338  1.0945  2.2815  -0.10
C  4.1044  -0.1196  2.2228  -0.11
C  3.2942  -0.4158  1.1236  -0.08
C  3.0567  0.5456  0.1323  -0.04
H  4.9421  3.1588  1.3975  0.15
H  5.4834  1.2767  3.0498  0.11
H  4.2190  -0.8591  2.9772  0.10
H  2.8806  -1.4137  0.9838  0.11
H  2.3713  0.2919  -0.6804  0.10
F  -5.5378  2.3927  -0.8979  0.06
C  -4.4308  2.3607  -0.1329  -0.29
C  -4.2339  1.3494  0.8047  -0.04
C  -3.0743  1.2631  1.5903  -0.14
C  -2.1884  2.3414  1.5180  -0.14
C  -2.3614  3.3216  0.5673  -0.10
C  -3.4996  3.4103  -0.2248  0.00
H  -5.0655  0.6644  0.9334  0.12
H  -2.8888  0.4552  2.3078  0.11
H  -1.2914  2.3539  2.1127  0.10
H  -1.5432  4.0856  0.5331  0.13
H  -3.6660  4.1984  -0.9085  0.11
F  -2.1919  -1.9194  -5.0021  0.05
C  -2.9690  -1.8036  -3.9153  -0.26
C  -3.2074  -2.9883  -3.2208  0.00
C  -3.8951  -2.8384  -2.0387  -0.10
C  -4.5024  -1.6476  -1.7151  -0.13
C  -4.3361  -0.4983  -2.4385  -0.12
C  -3.5160  -0.5432  -3.5511  -0.01
H  -2.8349  -3.9709  -3.4242  0.11
H  -4.2260  -3.6992  -1.4966  0.11
H  -5.1881  -1.7507  -0.8450  0.12
H  -4.8322  0.4073  -2.1086  0.09
H  -3.3845  0.3107  -4.1838  0.11
F  1.5033  1.8264  2.7296  0.02
C  1.4239  0.9185  3.7791  -0.27
C  2.1549  1.2081  4.9416  0.00
C  2.1551  0.2355  5.9927  -0.06
C  1.6162  -1.0497  5.7853  -0.09
C  0.8676  -1.2579  4.6367  -0.08
C  0.8110  -0.3119  3.5538  -0.01
H  2.5699  2.1671  5.0522  0.10
H  2.7153  0.5446  6.8068  0.07
H  1.6726  -1.7552  6.6184  0.10
H  0.3107  -2.1802  4.5487  0.10
H  0.4843  -0.6185  2.5298  0.12